Entry 1:
Here is a structure of composition C23H45F7Mg3N4O10P from the OMol25 dataset. Energies are from the ωB97M-V functional and the def2-TZVPD basis.

The HOMO energy comes out at -4.67 eV. The calculation puts the HOMO-LUMO gap at 2.025 eV. The energy comes out at -3514.7235 hartree. The largest force on an atom comes out at 0.0759 hartree/bohr.

Geometry as ORCA input:
```
! RIJCOSX wB97M-V def2-TZVPD def2/J DEFGRID3
* xyz -1 1
C -5.0536 -0.2721 1.4345
C -3.9698 0.4739 1.7218
N -2.9148 0.5444 0.8141
C -1.4941 0.7926 1.1749
C -0.8948 1.2734 -0.2410
C 0.2495 2.2699 -0.2245
F -1.9291 1.9127 -1.0536
C -1.4845 1.9226 2.2016
C -2.2023 3.2015 1.7056
C -0.0814 2.3926 2.6702
C -0.0661 3.0414 4.0582
C -0.7556 -0.5715 1.6395
C -1.0536 -0.7728 3.1441
N -1.0330 -2.1645 3.5933
O 0.6090 -0.3088 1.4263
C 1.5813 -1.2003 1.9089
O 2.6352 -1.1667 0.9980
C 2.3485 -2.0673 -0.1283
C 3.6770 -2.6679 -0.5954
C 3.3754 -3.6585 -1.7288
C 2.6820 -4.9415 -1.1760
P 2.3648 -0.6927 3.5721
C 1.7635 -1.7588 4.9326
C 4.1592 -1.1889 3.4234
C -1.2879 -1.7811 0.8614
F -0.4967 -2.8194 1.0233
F -1.3354 -1.4792 -0.4524
F -2.5191 -2.1634 1.2138
H -5.4636 -0.3412 0.4230
H -5.5405 -0.7547 2.2700
H -4.0452 1.0664 2.6337
H -3.0250 -0.0730 0.0337
H -0.5760 0.4365 -0.8492
H 0.7592 2.2617 -1.1915
H -0.1217 3.2866 -0.1103
H 1.0225 2.0338 0.4987
H -2.0346 1.6950 3.1187
H -2.9926 3.0025 0.9999
H -2.7021 3.6676 2.5567
H -1.4940 3.9568 1.3422
H 0.6859 1.6142 2.7494
H 0.2987 3.1738 2.0176
H -0.2779 2.2040 4.7711
H -0.8555 3.7887 4.1431
H 0.9487 3.5038 4.1793
H -0.3553 -0.1682 3.7585
H -2.0461 -0.4093 3.4129
H -1.2536 -2.1699 4.5833
H -0.1292 -2.6098 3.5255
H 1.3361 -2.2611 2.0254
H 1.9719 -1.4789 -0.9694
H 1.7061 -2.9091 0.1471
H 4.3816 -1.8794 -0.8730
H 4.0858 -3.2036 0.2728
H 2.6662 -3.1613 -2.3948
H 4.2919 -3.9283 -2.2531
H 1.6136 -4.9085 -1.3995
H 2.7631 -4.9949 -0.0894
H 3.1158 -5.8255 -1.6445
H 2.4461 -1.7707 5.7810
H 1.6228 -2.7870 4.5903
H 0.7799 -1.4326 5.2781
H 4.7372 -0.3626 3.0065
H 4.2351 -2.0985 2.8303
H 4.4714 -1.4306 4.4416
F -2.8852 -1.6699 -2.3814
Mg -3.5082 0.4545 -1.7292
C 1.5697 0.5805 -3.1845
O 0.6610 0.2509 -3.9462
O 2.3581 -0.2147 -2.6028
O 1.8291 1.7697 -2.8567
Mg 1.0516 2.1288 5.8124
F 0.0051 -4.9565 0.2904
Mg 3.3459 1.7731 3.4405
C -1.0608 2.1194 -7.1178
O -0.5183 2.4945 -8.1289
N -1.4831 0.8569 -6.8772
C -2.0904 0.5021 -5.6193
C -1.3057 -0.1554 -7.9003
H -1.2435 2.8008 -6.2675
H -1.4855 -0.2650 -5.1363
H -3.1059 0.1184 -5.7718
H -2.1293 1.3794 -4.9703
H -0.2464 -0.2544 -8.1398
H -1.8356 0.1395 -8.8078
H -1.6900 -1.1093 -7.5464
N 2.3560 3.3028 -7.3798
O 1.8830 2.9541 -6.2734
O 1.9357 4.3194 -7.9301
O 3.2574 2.6284 -7.8936
O -2.3357 1.9609 6.9618
H -2.7594 1.7730 7.8074
F -4.4697 3.4356 2.6155
*
```

Results of the Mulliken charge analysis, in e, for atoms 1 through 4: -1.107 0.154 0.972 0.116

Entry 2:
Here is a cluster of 7 separate species, C23H45FNO30S6 in total from the OMol25 dataset. Energies are from the ωB97M-V functional and the def2-TZVPD basis.

The HOMO energy comes out at -4.31 eV. The calculation puts the HOMO-LUMO gap at 5.754 eV. The energy comes out at -5703.8383 hartree. The largest force on an atom comes out at 0.1445 hartree/bohr.

Geometry as ORCA input:
```
! RIJCOSX wB97M-V def2-TZVPD def2/J DEFGRID3
* xyz -1 1
C -3.0838 -0.8497 -4.6437
C -3.9066 0.3585 -3.8595
O -3.1829 1.6385 -4.1097
C -2.1700 1.8459 -3.0357
C -0.9959 2.9445 -3.4708
O 0.3487 2.3442 -3.3715
C 0.8440 2.3479 -1.9781
C 2.4748 1.9800 -2.0194
O 2.7345 0.7374 -2.7618
C 3.5045 -0.2385 -1.9763
C 2.6300 -1.0598 -0.8471
C 1.1838 -1.6202 -1.3693
O 0.3094 -0.9879 -2.1545
O 0.7669 -2.9678 -0.8707
N 2.5877 -0.1959 0.3900
O 3.7989 -0.3921 1.0010
C 1.5420 -0.6245 1.3902
C 0.2459 0.3645 1.2194
F 2.1200 -0.3123 2.7511
H -3.0075 -0.5463 -5.7724
H -1.9835 -0.9103 -4.2070
H -3.6042 -1.8947 -4.5626
H -4.0617 0.1340 -2.7185
H -4.9588 0.4729 -4.3816
H -1.6797 0.7825 -2.8351
H -2.6411 2.2058 -2.0250
H -1.2110 3.3871 -4.5467
H -1.0952 3.8511 -2.7021
H 0.6301 3.3631 -1.4063
H 0.2165 1.5158 -1.4071
H 2.9678 2.8598 -2.6562
H 2.9669 2.0404 -0.9593
H 4.3693 0.3589 -1.4336
H 4.0444 -1.0419 -2.6659
H 3.2839 -2.0185 -0.5688
H 4.3837 0.4154 0.8259
H 1.3007 -1.7685 1.4106
H -0.3776 0.5451 2.1929
H -0.4347 0.0191 0.3048
H 0.6818 1.4265 0.8920
C 7.3211 -0.4156 0.9844
C 8.7117 -0.9905 0.7287
O 8.7679 -1.2199 -0.6774
S 7.8606 -0.0955 -1.4343
O 8.7375 0.9609 -1.8886
O 6.9267 -0.7718 -2.3043
O 7.0535 0.4420 -0.1238
H 6.5636 -1.2059 0.9942
H 7.2724 0.1456 1.9214
H 8.8862 -1.9187 1.2780
H 9.4912 -0.2649 0.9838
C 1.6460 -2.5230 5.4534
C 2.5651 -2.9475 4.3111
O 3.7360 -3.4581 4.9444
S 3.3145 -4.1461 6.3620
O 3.1874 -5.5711 6.1518
O 4.1305 -3.5744 7.4078
O 1.8162 -3.5120 6.4673
H 1.9511 -1.5560 5.8662
H 0.5989 -2.4712 5.1432
H 2.8167 -2.1163 3.6481
H 2.1176 -3.7574 3.7254
C -4.0746 -3.5360 6.1307
C -2.9665 -4.5685 5.9412
O -2.1902 -4.0862 4.8470
S -2.2162 -2.4553 4.8570
O -1.0128 -1.9888 5.5091
O -2.6326 -1.9970 3.5520
O -3.4608 -2.2702 5.8937
H -4.8707 -3.6722 5.3916
H -4.5029 -3.5698 7.1360
H -3.3585 -5.5654 5.7262
H -2.3168 -4.6153 6.8216
C -8.4651 -2.4936 6.8331
C -9.4143 -3.0146 5.7574
O -8.8794 -4.2775 5.3676
S -8.1553 -4.9668 6.6564
O -9.0868 -5.8983 7.2526
O -6.8082 -5.3309 6.2831
O -8.0916 -3.6379 7.5987
H -7.5586 -2.0711 6.3878
H -8.9382 -1.7443 7.4734
H -9.4802 -2.3422 4.8988
H -10.4167 -3.1837 6.1647
C 2.8119 2.2098 -7.9871
C 3.5672 0.8958 -7.8060
O 4.4310 1.1123 -6.6926
S 3.7110 2.1461 -5.6566
O 3.0767 1.3710 -4.6135
O 4.6245 3.2317 -5.3856
O 2.5506 2.6842 -6.6674
H 3.4312 2.9529 -8.4998
H 1.8762 2.0758 -8.5364
H 4.1429 0.6207 -8.6929
H 2.8830 0.0802 -7.5491
C -2.2848 7.7878 -4.2770
C -3.5452 7.5734 -5.1108
O -4.0675 6.3181 -4.6817
S -3.7166 6.1103 -3.1024
O -4.8734 6.5014 -2.3278
O -3.0585 4.8341 -2.9447
O -2.5983 7.2900 -2.9774
H -1.4469 7.2045 -4.6722
H -1.9999 8.8419 -4.2231
H -3.3374 7.5583 -6.1834
H -4.2950 8.3423 -4.8965
*
```

Results of the Mulliken charge analysis, in e, for atoms 1 through 4: -0.662 -0.298 -0.360 0.080

Which formula does entry 2 have?
C23H45FNO30S6

Look up the energy of the first one.
-3514.7235 hartree